a) Molecular formula: C28H22BF9MoN3S
Method: DFT, wB97M-V/def2-TZVPD

XYZ file:
```
65
Properties=species:S:1:pos:R:3
Mo 0.15643 0.04898 0.15376
C -3.05119 -5.59984 -1.63765
C -3.87980 -4.61265 -2.40269
C -4.78140 -5.02266 -3.37748
C -5.54589 -4.10852 -4.08582
C -5.44007 -2.75443 -3.81512
C -4.56298 -2.31630 -2.83394
C -3.78055 -3.24095 -2.15402
N -2.88287 -2.80702 -1.13175
C -1.96985 -1.82402 -1.24339
N -1.75007 -1.32724 -2.45450
C -0.96682 -0.23017 -2.83245
C -0.18238 0.47389 -1.91132
C 0.51229 1.59062 -2.43910
C 0.43109 1.93967 -3.76757
C -0.33826 1.18628 -4.64759
C -1.05063 0.09298 -4.20245
C -1.88629 -0.71462 -5.15674
N -1.27927 -1.39109 -0.16738
C -1.62644 -2.11657 1.04150
C -2.64947 -1.63004 1.84448
C -2.99497 -2.31318 3.00132
C -2.31851 -3.47848 3.33597
C -1.30601 -3.95577 2.51724
C -0.93794 -3.29134 1.34726
C 0.16077 -3.81678 0.47205
H -3.18952 -6.60529 -2.02905
H -3.32532 -5.62488 -0.57946
H -1.98848 -5.35888 -1.69602
H -4.87795 -6.07922 -3.58929
H -6.23364 -4.45612 -4.84405
H -6.05097 -2.03862 -4.34681
H -4.51220 -1.26485 -2.58009
H -2.93444 -3.26285 -0.23265
H -2.29740 -1.75000 -3.19219
H 1.13859 2.19572 -1.80506
H 0.97995 2.79885 -4.12742
H -0.38625 1.45534 -5.69481
H -1.78902 -0.32285 -6.16647
H -2.95090 -0.68477 -4.90732
H -1.57797 -1.76376 -5.19253
H -3.15726 -0.71273 1.56985
H -3.78298 -1.93376 3.63630
H -2.57984 -4.01856 4.23528
H -0.78283 -4.86433 2.78772
H 0.70993 -4.60560 0.98179
H 0.87840 -3.03629 0.19867
H -0.22767 -4.23261 -0.46101
F 0.13209 -2.46059 7.77260
C 0.24674 -1.97175 6.55520
C 1.31136 -2.36510 5.74994
F 2.20224 -3.23083 6.20780
C 1.42091 -1.85071 4.47063
F 2.42614 -2.24654 3.70572
C 0.47767 -0.94215 3.97479
S 0.61480 -0.34091 2.36987
C -0.57875 -0.55691 4.80850
F -1.48364 0.31087 4.37641
C -0.70100 -1.06697 6.08522
F -1.71071 -0.70590 6.86263
F 3.40381 3.03895 1.40595
B 2.66791 3.50627 0.42208
F 1.51264 4.08715 0.67927
F 3.12361 3.49088 -0.81381
F 1.53744 1.39793 0.09607
```

- 2S+1 = 3
- total charge = +1
- molecular weight (g mol⁻¹) = 710.306

b) Molecular formula: C28H22BF9MoN3S
Method: DFT, wB97M-V/def2-TZVPD

XYZ file:
```
65
Properties=species:S:1:pos:R:3
Mo -0.78908 -0.06291 -2.04017
C 1.27017 -3.41108 1.94708
C 1.76456 -2.39351 2.93549
C 2.76169 -2.72117 3.85183
C 3.20820 -1.80986 4.79425
C 2.66804 -0.53286 4.84642
C 1.69083 -0.17259 3.93454
C 1.25367 -1.09576 2.99535
N 0.23556 -0.69034 2.06485
C 0.47395 -0.50001 0.76031
N 1.70879 -0.64054 0.28284
C 2.06427 -0.85133 -1.07539
C 1.14207 -0.78760 -2.11617
C 1.58335 -1.13099 -3.40295
C 2.89375 -1.49316 -3.63316
C 3.80312 -1.49301 -2.58019
C 3.41645 -1.17528 -1.29286
C 4.41085 -1.19753 -0.16386
N -0.51334 -0.14790 -0.06968
C -1.88944 -0.39936 0.28341
C -2.35167 -1.71299 0.19424
C -3.66560 -2.00903 0.51880
C -4.49468 -0.98194 0.94678
C -4.02524 0.32210 1.03194
C -2.71553 0.65217 0.69879
C -2.23143 2.06852 0.76759
H 1.41544 -4.41702 2.33482
H 1.80480 -3.34973 0.99655
H 0.20859 -3.28326 1.73790
H 3.17610 -3.71976 3.83368
H 3.97467 -2.10120 5.49825
H 3.00748 0.17725 5.58490
H 1.26567 0.82159 3.94400
H -0.67420 -0.41327 2.40469
H 2.42526 -0.81641 0.97723
H 0.89389 -1.11006 -4.23986
H 3.21509 -1.75938 -4.62829
H 4.83746 -1.74743 -2.76339
H 5.41756 -1.33403 -0.55040
H 4.22435 -2.01856 0.53388
H 4.41028 -0.26662 0.40626
H -1.67126 -2.49685 -0.13042
H -4.03597 -3.01928 0.43379
H -5.52162 -1.19304 1.21015
H -4.69386 1.10687 1.36000
H -3.01786 2.71551 1.14970
H -1.95029 2.44351 -0.22012
H -1.35395 2.17514 1.40989
F -1.73805 6.47013 -0.43035
C -1.43720 5.37780 -1.11854
C -1.95511 5.19527 -2.39403
F -2.74285 6.11862 -2.92568
C -1.65053 4.03960 -3.09748
F -2.16295 3.88891 -4.31383
C -0.82577 3.05202 -2.56227
S -0.36679 1.64585 -3.53638
C -0.31915 3.26578 -1.28635
F 0.45810 2.33391 -0.69754
C -0.61665 4.40603 -0.55987
F -0.14046 4.56372 0.67121
F -4.47009 -1.20694 -2.34752
B -3.85964 -0.34461 -3.11470
F -4.03059 -0.34153 -4.40640
F -3.32921 0.74957 -2.54169
F -1.84402 -1.24014 -3.10184
```

- 2S+1 = 3
- total charge = +1
- molecular weight (g mol⁻¹) = 710.306

Result of the stability comparison: b) is the most stable of them.

a) Molecular formula: CH4N4O
Method: DFT, wB97M-V/def2-TZVPD

XYZ file:
```
10
Properties=species:S:1:pos:R:3
C -0.45823 0.28168 -0.13599
H -1.42518 -1.82829 -0.20488
H -2.53222 -0.17226 -0.11394
H 0.52065 1.89221 0.45447
H 0.69979 -1.16697 0.72800
N -1.55386 -0.60119 -0.22960
N -0.55066 1.58897 -0.07914
N 0.80254 -0.24894 0.08321
N 1.69954 0.38705 -0.38727
O 2.79763 -0.13226 -0.11486
```

- 2S+1 = 1
- SMILES string = [H]/N=C(/N)NN=O
- total charge = 0
- molecular weight (g mol⁻¹) = 88.070

b) Molecular formula: CH4N4O
Method: DFT, wB97M-V/def2-TZVPD

XYZ file:
```
10
Properties=species:S:1:pos:R:3
C -0.84351 0.28349 1.02557
N 1.45121 0.08683 0.36639
N 2.02650 0.19427 -0.67160
N -0.12211 -0.29318 -1.27292
N 0.18426 -0.32178 0.27787
O 1.18992 -0.00677 -1.77180
H -0.59878 0.31375 2.11622
H -1.11206 1.27809 0.54406
H -1.79533 -0.37456 1.02914
H -0.38009 -1.16013 -1.64294
```

- 2S+1 = 1
- SMILES string = CN1N=NON1
- total charge = 0
- molecular weight (g mol⁻¹) = 88.070

Result of the stability comparison: a) is the most stable of them.

a) Molecular formula: NO5S
Method: DFT, wB97M-V/def2-TZVPD

XYZ file:
```
7
Properties=species:S:1:pos:R:3
N -1.46566 0.09587 0.18373
O -1.66509 -0.43965 1.23435
O 2.37546 -0.65686 -1.21927
O -2.14960 1.04669 -0.15925
O 1.85819 0.67735 0.75457
O -0.41817 -0.25938 -0.71446
S 1.46486 -0.46401 -0.07966
```

- 2S+1 = 1
- total charge = -1
- molecular weight (g mol⁻¹) = 126.069

b) Molecular formula: NO5S
Method: DFT, wB97M-V/def2-TZVPD

XYZ file:
```
7
Properties=species:S:1:pos:R:3
N 1.40922 -0.01963 0.11858
O 1.42832 -0.97691 0.80326
O -2.55887 0.82989 0.23803
O 2.22453 0.51454 -0.54486
O -1.59454 -1.08634 -0.94118
O -0.06218 0.75909 0.09337
S -1.59153 -0.27120 0.27753
```

- 2S+1 = 1
- total charge = -1
- molecular weight (g mol⁻¹) = 126.069

c) Molecular formula: NO5S
Method: DFT, wB97M-V/def2-TZVPD

XYZ file:
```
7
Properties=species:S:1:pos:R:3
N 1.37477 1.62165 -0.07156
O -2.15487 -0.00620 -0.17185
O 1.05956 0.47112 -0.06257
O -1.66838 -1.74543 1.40617
O -0.80044 -1.91940 -0.87963
O 2.45733 2.06732 -0.33180
S -1.24585 -1.10717 0.18001
```

- 2S+1 = 1
- total charge = -1
- molecular weight (g mol⁻¹) = 126.069

Result of the stability comparison: a) is the most stable of them.

a) Molecular formula: C4H11N3S
Method: DFT, wB97M-V/def2-TZVPD

XYZ file:
```
19
Properties=species:S:1:pos:R:3
C 1.08357 0.89842 1.42274
C 0.51257 -0.14323 0.47729
C 1.49508 -0.40506 -0.74239
C -1.34637 1.28193 -0.33646
H 1.71518 1.67818 0.73574
H 0.14177 1.45231 2.00604
H 1.85178 0.31883 2.05569
H 0.49168 -1.04328 1.11841
H 1.46206 0.58702 -1.24026
H 0.99982 -1.15299 -1.45410
H 2.92184 -1.78716 -0.20316
H 3.29729 -0.12044 0.12895
H -1.75880 -1.91175 -1.08050
H -2.44026 1.35203 -0.20431
H 0.32174 2.17652 -0.81735
N 2.86017 -0.82520 -0.52917
N -0.87112 0.02465 0.04298
N -0.72496 2.33629 -0.69294
S -1.77012 -1.38074 0.14261
```

- 2S+1 = 1
- SMILES string = [H]/N=C\N(S)[C@H](C)CN
- total charge = 0
- molecular weight (g mol⁻¹) = 133.220

b) Molecular formula: C4H11N3S
Method: DFT, wB97M-V/def2-TZVPD

XYZ file:
```
19
Properties=species:S:1:pos:R:3
C -1.66352 -0.03975 -0.00622
C 0.53867 0.40735 -1.02985
C -0.57817 -0.54543 -0.99012
C -0.01051 -1.84941 -0.42687
N 1.03781 2.39245 0.64225
N 2.29379 0.34328 1.32987
N -1.30789 0.06081 1.37489
S 1.02655 0.95515 0.76859
H -2.00007 0.92140 -0.46832
H -2.57489 -0.70944 -0.05174
H 1.50833 0.20529 -1.43052
H 0.13703 1.49617 -1.33999
H -0.97011 -0.62957 -1.95139
H -0.87724 -2.53575 -0.35506
H 0.30399 -1.51331 0.54308
H 0.80680 -2.29787 -0.96704
H 1.69017 3.04492 1.04585
H 2.38307 -0.62521 1.54326
H -1.74382 0.91891 1.76935
```

- 2S+1 = 1
- total charge = 0
- molecular weight (g mol⁻¹) = 133.220

Result of the stability comparison: a) is the most stable of them.